{"formula": "C3H11NOS", "method": "the ωB97M-V functional and the def2-TZVPD basis", "total_charge": 0, "e_above_lowest_kcal_mol": 16.4, "homo_ev": -8.4, "e_lumo_ev": 0.79, "gap_ha": 0.33876, "elements": ["C", "S", "C", "H", "H", "H", "H", "H", "H", "N", "C", "O", "H", "H", "H", "H", "H"], "xyz": [[2.411, 0.660, -0.353], [2.676, 0.415, -2.129], [1.428, 1.573, -2.733], [2.404, 1.718, -0.130], [3.193, 0.102, 0.164], [1.432, 0.285, -0.062], [0.450, 1.187, -2.454], [1.578, 2.580, -2.342], [1.485, 1.622, -3.813], [-2.515, -1.691, 1.015], [-1.873, -1.342, 2.225], [-1.634, 0.079, 2.278], [-3.429, -2.104, 1.063], [-1.969, -2.102, 0.272], [-2.501, -1.600, 3.070], [-0.879, -1.791, 2.312], [-2.257, 0.408, 1.617]]}